No. 1
DFT (ωB97M-V/def2-TZVPD) results for the molecule C18H22N2O3.

The geometry in XYZ format:
```
45
Properties=species:S:1:pos:R:3:forces:R:3:nbo_charge:R:1
O 2.3898 -0.6563 0.0117 0.27 0.06 0.27 -0.63
C 1.3515 -0.8635 -0.5836 -0.19 -0.62 -0.28 0.68
N 0.7159 0.0548 -1.3278 -0.19 0.31 -0.32 -0.62
H -0.2042 -0.1343 -1.6954 0.06 -0.15 0.08 0.41
C 1.1093 1.4469 -1.3589 0.18 0.18 -0.08 -0.23
H 0.5652 2.0042 -0.5882 0.08 -0.02 0.00 0.20
C 0.8440 2.0440 -2.7361 -0.11 -0.09 0.34 -0.42
C -0.6012 2.0361 -3.1744 0.39 -0.03 -0.24 0.02
C -1.6350 1.8632 -2.3616 -0.22 0.03 0.13 -0.23
C -3.0650 1.8559 -2.8128 -0.07 -0.09 -0.18 -0.43
C -3.1902 1.7069 -4.3256 -0.07 0.26 0.10 -0.39
C -2.2092 2.6519 -5.0079 0.07 -0.27 -0.12 -0.39
C -0.7818 2.2455 -4.6565 -0.28 0.13 0.01 -0.44
H -0.0796 3.0093 -5.0010 0.08 -0.04 -0.01 0.21
H -0.5260 1.3167 -5.1789 0.10 0.03 -0.04 0.21
H -2.3464 2.6328 -6.0910 -0.01 0.08 0.01 0.21
H -2.3930 3.6708 -4.6614 -0.02 0.08 -0.03 0.20
H -4.2130 1.9225 -4.6406 -0.01 -0.08 -0.02 0.21
H -2.9589 0.6792 -4.6154 -0.02 -0.06 -0.03 0.19
H -3.5996 1.0487 -2.3047 -0.04 0.06 0.04 0.21
H -3.5330 2.7933 -2.4938 -0.09 -0.03 0.04 0.21
H -1.5036 1.7401 -1.2965 0.21 -0.02 0.20 0.23
H 1.4319 1.4949 -3.4780 0.04 0.04 -0.02 0.21
H 1.2059 3.0766 -2.7392 0.05 0.01 -0.08 0.22
H 2.1749 1.4832 -1.1214 -0.16 0.05 -0.01 0.23
C 0.6433 -2.2197 -0.5266 0.10 0.14 0.22 -0.51
H 1.3474 -2.9376 -0.1050 0.01 0.07 -0.09 0.23
H 0.3483 -2.5468 -1.5233 -0.01 -0.06 -0.02 0.23
C -0.5947 -2.1013 0.3746 -0.01 -0.07 -0.26 -0.21
N -0.2939 -1.3431 1.5616 -0.05 0.26 0.24 -0.45
C -0.5660 0.0018 1.6702 -0.60 -0.25 -0.77 0.88
O -1.2143 0.6583 0.8980 -0.02 0.29 0.14 -0.63
O -0.0098 0.4731 2.8096 0.10 0.37 0.28 -0.43
C 0.6597 -0.5617 3.4036 0.32 -0.93 0.07 0.24
C 1.3921 -0.5612 4.5691 -0.29 0.25 -0.34 -0.22
C 1.9734 -1.7661 4.9411 0.07 -0.15 0.04 -0.22
C 1.8209 -2.9126 4.1742 0.10 -0.01 0.16 -0.20
C 1.0819 -2.9110 3.0008 -0.17 0.19 -0.19 -0.27
C 0.5036 -1.7147 2.6254 0.30 0.19 0.62 0.18
H 0.9691 -3.8045 2.4083 0.00 -0.11 -0.08 0.22
H 2.2915 -3.8291 4.4956 0.04 -0.07 0.03 0.22
H 2.5593 -1.8087 5.8459 0.05 0.00 0.08 0.22
H 1.5075 0.3348 5.1554 0.02 0.12 0.08 0.23
H -0.9606 -3.0903 0.6647 -0.04 0.11 -0.06 0.21
H -1.3956 -1.5589 -0.1361 0.05 -0.14 0.11 0.23
```
Positions in Å, forces in eV/Å.

Properties
Highest occupied orbital energy, Ha: -0.3116
Gap between HOMO and LUMO, eV: 9.15
Structure (SMILES): O=C(CCn1c(=O)oc2ccccc21)NCCC1=CCCCC1
LUMO level, eV: 0.67

=====

No. 2
DFT (ωB97M-V/def2-TZVPD) results for a structure of composition C18H22N2ReSSe2SiTe.

The geometry in XYZ format:
```
48
Properties=species:S:1:pos:R:3:forces:R:3:nbo_charge:R:1
Re 0.4752 -0.2261 0.1349 0.17 -0.07 0.12 0.87
Se -2.3419 -0.1691 0.3758 0.07 0.07 -0.01 0.36
Se -1.1176 -0.4462 2.4175 -0.14 -0.06 0.14 0.40
C -0.2732 1.3021 2.4069 -0.05 0.01 0.05 0.03
C -0.5034 2.2421 3.3819 0.05 0.00 -0.05 -0.22
C 0.2364 3.4250 3.3221 -0.02 0.00 0.02 -0.09
C 1.1508 3.6084 2.3017 0.02 -0.03 -0.05 -0.21
C 1.3188 2.6095 1.3530 0.04 0.06 0.02 0.10
N 0.6201 1.4755 1.4138 -0.15 -0.08 -0.04 -0.53
C -1.7947 -1.7915 -0.5410 -0.10 -0.09 0.08 0.04
C -2.7106 -2.6976 -1.0199 0.08 0.00 0.03 -0.22
C -2.2201 -3.7712 -1.7642 -0.02 -0.01 0.00 -0.09
C -0.8582 -3.8975 -1.9733 0.08 0.03 0.02 -0.21
C -0.0004 -2.9467 -1.4426 -0.04 -0.04 -0.01 0.10
N -0.4715 -1.9066 -0.7470 0.01 0.13 -0.05 -0.54
H -1.2315 2.0670 4.1609 -0.01 -0.01 0.01 0.27
H 0.0875 4.1926 4.0696 0.00 0.00 0.00 0.26
H 1.7360 4.5136 2.2296 0.01 0.01 0.00 0.27
H 2.0245 2.7008 0.5388 0.00 0.01 0.00 0.24
H -3.7673 -2.5795 -0.8266 0.00 0.02 0.01 0.27
H -2.9053 -4.5047 -2.1669 -0.01 -0.01 0.00 0.26
H -0.4512 -4.7244 -2.5369 0.00 0.00 -0.01 0.27
H 1.0738 -2.9937 -1.5614 0.00 -0.02 -0.01 0.24
C -0.6860 3.0810 -1.5139 0.03 -0.10 -0.03 -1.12
Si -0.1317 1.6570 -2.6026 -0.10 0.03 -0.06 1.63
C 0.7858 2.2715 -4.1032 0.03 -0.07 0.09 -1.11
C -1.6083 0.6165 -3.1283 0.08 0.05 0.03 -1.12
C 1.1162 0.5417 -1.6410 -0.01 0.20 -0.20 -1.18
H -1.3933 3.7083 -2.0592 -0.02 0.01 -0.03 0.27
H 0.1506 3.7229 -1.2312 0.03 0.01 0.00 0.24
H -1.1909 2.7513 -0.6020 0.00 -0.01 0.02 0.21
H 0.1715 2.9708 -4.6720 -0.05 0.02 0.00 0.26
H 1.0492 1.4483 -4.7695 0.01 -0.01 0.00 0.25
H 1.7078 2.7879 -3.8314 0.00 0.01 0.01 0.25
H -2.0872 1.0871 -3.9891 0.00 0.02 -0.01 0.27
H -2.3819 0.5318 -2.3618 0.00 -0.01 0.01 0.21
H -1.3137 -0.3874 -3.4435 0.01 -0.02 0.00 0.24
H 2.0289 1.1397 -1.5080 -0.01 0.03 -0.04 0.26
H 1.3749 -0.2711 -2.3336 0.04 0.02 -0.01 0.26
Te 2.8476 -1.1471 0.6359 0.02 -0.11 -0.10 0.55
C 2.0145 -2.1502 2.2658 0.07 -0.06 0.04 -0.57
C 2.1408 -1.8358 3.5919 -0.13 0.02 -0.06 -0.27
C 1.3936 -2.7082 4.4267 -0.06 0.03 0.03 -0.25
C 0.7168 -3.6606 3.7238 0.01 0.02 -0.06 -0.39
S 1.0096 -3.5287 2.0444 0.02 0.04 0.07 0.47
H 2.7438 -1.0193 3.9616 0.05 0.01 -0.01 0.25
H 1.3735 -2.6395 5.5040 0.00 -0.01 0.02 0.25
H 0.0915 -4.4494 4.1097 0.01 -0.03 0.01 0.27
```
Positions in Å, forces in eV/Å.

Properties
Net charge: +2
Highest occupied orbital energy (spin up / spin down), Ha: -0.5131 / -0.5185
Gap between HOMO and LUMO (spin up / spin down), eV: 6.11 / 6.37
⟨S²⟩: 3.787
LUMO level (spin up / spin down), eV: -7.85 / -7.74
Multiplicity: 4

=====

No. 3
DFT (ωB97M-V/def2-TZVPD) results for a structure of composition C18H22N3O7P2S2V.

The geometry in XYZ format:
```
55
Properties=species:S:1:pos:R:3:forces:R:3:nbo_charge:R:1
V -0.3598 0.1532 0.3705 0.92 1.61 -0.40 1.08
C -1.4543 -3.9527 0.5154 0.09 0.04 0.04 -0.67
C -0.5739 -2.7322 0.6268 -0.65 0.13 -0.66 0.30
N -0.9597 -1.6337 -0.0109 -0.12 -1.73 0.14 -0.38
N -2.0009 -1.8247 -0.8904 -0.55 -0.54 -0.44 -0.36
C -2.4222 -0.7929 -1.5357 0.27 0.17 0.22 -0.06
S -1.8292 0.8173 -1.2912 -0.54 -0.11 -1.33 -0.34
S -3.7593 -1.1234 -2.6516 -0.16 0.02 -0.27 0.25
C -3.2394 -0.2019 -4.1618 0.14 -0.37 0.56 -0.56
C -2.2201 -0.9659 -4.9588 0.00 0.00 -0.08 0.07
C -2.6259 -1.7524 -6.0344 -0.01 0.06 0.01 -0.24
C -1.7123 -2.5107 -6.7502 -0.02 -0.05 -0.01 -0.21
C -0.3728 -2.5051 -6.3916 0.03 -0.02 -0.04 -0.23
C 0.0468 -1.7159 -5.3305 -0.01 0.00 0.00 -0.19
C -0.8661 -0.9466 -4.6249 -0.04 0.04 -0.05 -0.24
C 0.6618 -2.7950 1.3692 0.39 0.32 0.31 -0.23
C 1.1515 -4.0453 1.8047 -0.04 0.02 -0.06 -0.15
C 2.3385 -4.1890 2.4818 0.03 -0.18 0.06 -0.30
C 3.1048 -3.0574 2.7796 -0.11 0.11 -0.08 -0.21
C 2.6789 -1.8215 2.3626 0.14 -0.02 0.05 -0.24
C 1.4745 -1.6399 1.6409 -0.17 -0.32 0.00 0.37
O 1.1568 -0.4435 1.2691 1.49 -0.60 0.86 -0.76
H -2.4913 -3.6306 0.4906 -0.02 -0.05 -0.05 0.25
H -1.3119 -4.6264 1.3564 0.01 0.02 -0.02 0.21
H -1.2633 -4.4923 -0.4150 -0.02 -0.02 0.01 0.23
H -2.8723 0.7592 -3.8089 0.01 0.11 -0.14 0.25
H -4.1587 -0.0725 -4.7305 0.00 0.10 0.01 0.22
H -3.6734 -1.7655 -6.3155 0.00 -0.02 0.02 0.20
H -2.0480 -3.1135 -7.5855 0.00 0.00 0.01 0.20
H 0.3390 -3.1088 -6.9412 0.01 0.01 0.01 0.20
H 1.0913 -1.7007 -5.0452 0.00 0.02 0.00 0.21
H -0.5213 -0.3238 -3.8115 -0.05 0.04 0.15 0.23
H 0.5882 -4.9377 1.5691 0.03 0.01 0.03 0.20
H 2.6781 -5.1743 2.7766 -0.03 0.00 0.01 0.20
H 4.0307 -3.1554 3.3343 0.02 0.01 -0.01 0.20
H 3.2577 -0.9300 2.5712 -0.02 0.01 -0.02 0.21
N -0.9892 3.0320 2.7994 0.45 0.32 -0.35 -0.75
C -1.7246 2.8124 1.4805 0.11 -0.34 -0.19 -0.60
C -2.7597 3.9071 1.2705 0.01 0.15 0.01 -0.65
P -2.5760 1.1681 1.7719 -0.65 0.12 0.97 2.36
O -3.1215 1.6408 3.2818 -0.16 -0.25 -0.10 -1.05
O -3.7820 0.8306 0.9977 -0.07 0.23 -0.03 -1.11
O -1.4870 0.1603 2.0812 0.05 0.53 -0.07 -1.11
P -0.2498 3.1735 0.3112 0.33 0.79 0.25 2.39
O -0.8860 3.7378 -1.0429 -0.16 -0.26 0.07 -1.00
O 0.3376 4.3334 1.0681 -0.11 0.03 -0.04 -1.16
O 0.6586 2.0048 0.0753 -0.52 -0.16 0.26 -1.10
H -1.6280 3.2817 3.5487 -0.07 0.01 -0.01 0.43
H -0.2564 3.7745 2.5094 -0.39 -0.30 0.23 0.48
H -0.5334 2.1463 3.0437 0.05 0.07 0.07 0.44
H -3.4155 4.0023 2.1386 0.01 -0.06 0.01 0.21
H -3.3783 3.6381 0.4156 0.02 -0.02 -0.01 0.26
H -2.2762 4.8629 1.0647 -0.04 0.02 0.04 0.23
H -3.9754 1.1957 3.3778 0.10 0.20 0.05 0.51
H -1.2043 3.0122 -1.6117 0.06 0.11 0.02 0.52
```
Positions in Å, forces in eV/Å.

Properties
Net charge: -1
Highest occupied orbital energy (spin up / spin down), Ha: -0.1158 / -0.1754
Gap between HOMO and LUMO (spin up / spin down), eV: 5.81 / 7.42
⟨S²⟩: 3.782
LUMO level (spin up / spin down), eV: 2.66 / 2.65
Multiplicity: 4

=====

No. 4
DFT (ωB97M-V/def2-TZVPD) results for the molecule C18H22N6O3.

The geometry in XYZ format:
```
49
Properties=species:S:1:pos:R:3:forces:R:3:nbo_charge:R:1
C -1.2315 0.2496 -3.4671 -0.07 0.18 -0.26 -0.41
N -0.9694 -0.7914 -2.4999 0.00 0.01 0.00 -0.42
C -0.9198 -0.4939 -1.1742 0.23 -0.63 1.20 0.40
N -1.1280 0.7183 -0.6239 -0.19 0.18 -0.31 -0.54
C -0.9570 0.5399 0.6800 0.05 -0.42 -0.24 0.60
N -1.0356 1.5523 1.5904 0.08 0.10 0.16 -0.46
C -1.0069 2.8989 1.0405 0.38 0.30 0.12 -0.23
H -0.3206 2.9074 0.1954 -0.05 0.06 0.00 0.24
C -0.5395 3.8504 2.1492 -0.15 -0.03 -0.35 -0.23
N -1.3788 3.7879 3.3311 -0.15 0.23 0.13 -0.61
H -2.3052 4.1441 3.1095 0.09 0.00 0.06 0.35
C -1.4847 2.4230 3.8063 -0.30 -0.23 -0.08 -0.23
C -1.9650 1.4640 2.7081 0.04 0.03 0.37 -0.23
H -2.0302 0.4418 3.0784 0.00 0.00 -0.03 0.21
H -2.9729 1.7674 2.3772 0.05 -0.06 0.03 0.18
H -2.1699 2.3951 4.6556 0.05 -0.05 0.00 0.20
H -0.4913 2.1150 4.1445 -0.05 -0.09 0.04 0.19
H -0.5264 4.8772 1.7807 0.06 -0.02 -0.02 0.21
H 0.4732 3.5743 2.4551 0.04 0.04 -0.10 0.19
H -2.0039 3.1944 0.6812 0.04 -0.01 -0.02 0.18
N -0.6464 -0.7456 1.0038 -0.34 0.23 -0.26 -0.34
C -0.6320 -1.4377 -0.2006 -0.36 0.22 -0.67 -0.12
C -0.3653 -2.7992 -0.5222 -0.16 0.43 -0.01 0.65
O -0.0801 -3.7210 0.2203 0.09 -0.23 0.20 -0.64
N -0.4495 -2.9874 -1.9041 0.13 -0.44 -0.02 -0.64
C -0.7110 -2.0794 -2.9124 -0.01 0.07 -0.01 0.79
O -0.7125 -2.4116 -4.0764 0.01 -0.16 -0.34 -0.63
H -0.2681 -3.9306 -2.2291 -0.04 0.19 0.04 0.43
C -0.0680 -1.2559 2.2212 0.66 -0.15 0.31 -0.24
H -0.5506 -2.2009 2.4838 0.01 0.13 0.07 0.23
C 1.4439 -1.5068 2.0515 -0.42 -0.22 0.12 -0.08
O 2.1179 -0.3207 1.6949 0.15 0.24 -0.11 -0.51
C 2.1625 0.0585 0.3762 0.06 0.23 -0.13 0.29
C 2.1666 1.4310 0.1360 0.02 -0.18 0.17 -0.27
C 2.2271 1.9140 -1.1556 0.01 0.01 -0.03 -0.19
C 2.2877 1.0376 -2.2266 0.01 0.04 -0.17 -0.25
C 2.3146 -0.3248 -1.9904 0.02 0.05 -0.05 -0.22
C 2.2584 -0.8190 -0.6986 0.08 -0.15 0.27 -0.25
H 2.2983 -1.8866 -0.5432 -0.01 -0.08 0.05 0.22
H 2.3793 -1.0166 -2.8175 0.02 -0.08 -0.08 0.22
H 2.3262 1.4133 -3.2378 0.02 0.04 -0.09 0.22
H 2.2207 2.9804 -1.3276 0.00 0.10 -0.01 0.21
H 2.1202 2.0989 0.9819 -0.03 0.08 0.13 0.22
H 1.8572 -1.8051 3.0184 -0.06 -0.04 -0.12 0.20
H 1.6052 -2.3177 1.3387 0.02 0.06 0.08 0.20
H -0.2083 -0.5202 3.0119 -0.04 -0.08 -0.06 0.22
H -1.1603 -0.1932 -4.4584 -0.01 0.07 0.10 0.25
H -2.2283 0.6600 -3.3068 0.02 0.02 -0.04 0.21
H -0.4972 1.0459 -3.3480 -0.02 0.01 -0.04 0.21
```
Positions in Å, forces in eV/Å.

Properties
Highest occupied orbital energy, Ha: -0.2914
Gap between HOMO and LUMO, eV: 8.57
Structure (SMILES): Cn1c(=O)[nH]c(=O)c2c1nc(N1CCNCC1)n2CCOc1ccccc1
LUMO level, eV: 0.64

=====

Asked for energy relative to the best compared isomer or geometry (same formula, charge and spin) across the records above, the calculation gives 0.268, 0.000, 0.927, 0.000 eV in order.